# C6H4N5O5Sr

A structure of composition C6H4N5O5Sr (wB97M-V/def2-TZVPD, OMol25).

Geometry (Å):
O: -5.212 1.822 1.435
C: -4.301 1.209 1.397
Sr: 0.387 -0.569 0.111
O: -2.436 -1.227 2.269
C: -1.691 -0.779 1.529
C: 1.078 1.348 -1.606
O: 1.657 1.955 -2.381
C: 0.686 1.556 1.661
O: 1.035 2.272 2.465
C: -1.237 -0.987 -1.782
O: -1.811 -1.532 -2.643
H: -1.330 1.342 -0.262
N: 3.892 -4.619 0.041
N: 3.469 -3.406 0.271
N: 4.265 -2.421 0.826
C: 3.407 -1.391 0.841
N: 2.217 -1.769 0.332
N: 2.252 -3.100 -0.050
H: 3.251 -5.253 -0.383
H: 4.832 -4.744 0.294
H: 3.507 -0.328 1.185

Output
**Net charge**: +1
**Lowest unoccupied orbital energy (alpha / beta)**: -0.15097 / -0.15097 Ha

These are the natural (NBO) partial charges, in e, on atoms 1 to 4: -0.467, 0.469, 1.643, -0.416